Formula: C60H51BrIrN8O4P2Se2
Source: the Open Molecules 2025 dataset
Level of theory: ωB97M-V with the def2-TZVPD basis set

The geometry in XYZ format:
```
129
Properties=species:S:1:pos:R:3
Ir 0.47062 -1.51075 0.98430
Se 3.51561 1.52789 -3.42465
P 1.62327 2.44067 -3.19637
C 1.85666 4.23676 -2.96827
C 2.18873 4.94844 -4.12945
C 2.48257 6.29714 -4.06334
C 2.46509 6.95866 -2.83982
C 2.16490 6.25732 -1.68722
C 1.86801 4.90011 -1.75376
C 0.55965 2.38684 -4.67712
C -0.43847 3.34686 -4.84878
C -1.22295 3.34237 -5.99200
C -1.01209 2.37867 -6.96886
C -0.03108 1.41465 -6.79026
C 0.75029 1.40762 -5.64180
C 0.65549 1.45276 -1.96240
C 0.26392 1.28992 -0.63937
N -0.22105 0.01276 -0.54186
N -0.17965 -0.52916 -1.76353
N 0.34137 0.29246 -2.60823
P -0.06976 2.54183 0.64139
Se -1.61463 2.22553 2.06188
C -0.78527 3.91193 -0.36656
C -0.64598 5.23384 0.05068
C -1.27034 6.26114 -0.63578
C -2.06056 5.98186 -1.74233
C -2.22571 4.66640 -2.14926
C -1.59391 3.63538 -1.46501
C 1.53638 3.09901 1.25162
C 1.57708 3.99509 2.31552
C 2.80068 4.45944 2.78002
C 3.97862 4.01900 2.19300
C 3.93905 3.09862 1.15138
C 2.72132 2.63006 0.68453
H 2.22352 4.43899 -5.08257
H 2.73245 6.83462 -4.96920
H 2.69205 8.01653 -2.79146
H 2.16275 6.75567 -0.72551
H 1.64853 4.36713 -0.84590
H -0.59662 4.10332 -4.09286
H -1.98624 4.09920 -6.12470
H -1.61204 2.37990 -7.87087
H 0.13128 0.66236 -7.55144
H 1.51674 0.65644 -5.49158
H -0.03851 5.46754 0.91499
H -1.14306 7.28407 -0.30362
H -2.55438 6.78328 -2.27709
H -2.85225 4.43274 -3.00144
H -1.75171 2.61374 -1.78725
H 0.65523 4.29354 2.80133
H 2.83038 5.14658 3.61622
H 4.93349 4.37167 2.56328
H 4.85547 2.73588 0.70406
H 2.70255 1.89483 -0.11200
O 2.30749 -1.57340 -0.34297
C 1.74475 -2.42514 -1.04111
N 2.18182 -3.04322 -2.14430
C 1.06142 -3.74115 -2.76188
C -0.07065 -3.48483 -1.72002
O -1.19236 -3.90881 -1.85400
N 0.50590 -2.80568 -0.65932
C 0.75638 -3.19446 -4.14924
C 1.70051 -3.44333 -5.14359
C 1.48510 -3.00702 -6.43992
C 0.31629 -2.32370 -6.75056
C -0.61271 -2.05415 -5.75863
C -0.39531 -2.48498 -4.45525
C 1.25839 -5.26199 -2.79899
C 2.27702 -5.86705 -2.07726
C 2.38369 -7.25350 -2.04466
C 1.46828 -8.03757 -2.72637
C 0.44642 -7.43245 -3.45145
C 0.34061 -6.05174 -3.48771
H 2.94223 -2.65449 -2.68134
H 2.59821 -4.00532 -4.90713
H 2.22284 -3.20769 -7.20611
H 0.13558 -2.00524 -7.76941
H -1.51277 -1.50091 -5.99491
H -1.12381 -2.27215 -3.68559
H 2.98712 -5.25413 -1.53674
H 3.17904 -7.71791 -1.47604
H 1.54688 -9.11716 -2.69419
H -0.27169 -8.03970 -3.98757
H -0.46265 -5.58000 -4.03954
C -3.35935 -5.20629 0.79705
N -2.39707 -4.29787 1.41216
C -1.80220 -4.43751 2.65665
C -0.93571 -3.41156 2.79060
N -1.00246 -2.64919 1.63175
C -1.89340 -3.21843 0.83256
H -3.82626 -5.80241 1.57510
H -2.85458 -5.85792 0.08660
H -4.12014 -4.63530 0.27234
H -2.05237 -5.24240 3.32484
H -0.30154 -3.14845 3.61427
H -2.17324 -2.87447 -0.14291
C -5.36434 -2.35586 6.54370
C -3.93197 -1.98509 6.84589
C -3.40180 -2.28779 8.09676
C -2.08913 -1.97133 8.40365
C -1.29259 -1.32637 7.47303
C -1.81987 -0.98804 6.23007
N -1.05013 -0.36273 5.23156
C 0.01499 0.50476 5.35117
C 0.29350 1.18762 6.54354
C 1.37264 2.04352 6.63776
C 2.22198 2.25602 5.55418
C 1.93426 1.62773 4.36357
C 0.82857 0.78151 4.23464
C 0.58843 0.19932 2.91946
O 1.34095 0.41169 1.93835
O -0.38623 -0.60823 2.69194
C -3.13712 -1.33523 5.89667
C -3.65023 -0.99498 4.51939
H -5.82532 -2.82325 7.41247
H -5.42899 -3.05684 5.70870
H -5.95662 -1.47740 6.28145
H -4.02356 -2.78613 8.83141
H -1.67838 -2.23908 9.36947
H -0.25259 -1.12602 7.68804
H -1.25580 -0.63007 4.28099
H -0.37005 1.06288 7.38593
H 1.54975 2.56217 7.57235
H 3.08499 2.90228 5.64058
H 2.56719 1.76594 3.49503
H -3.48796 0.06025 4.28874
H -4.71211 -1.20381 4.41959
H -3.13014 -1.57207 3.74553
Br 2.02446 -2.65380 2.50855
```

## Properties
lowest unoccupied orbital energy (alpha / beta)	-0.8656 / -1.7120	eV
2S+1	2
charge	0
HOMO-LUMO gap (alpha / beta)	6.6 / 5.7	eV
energy relative to the best compared isomer or geometry (same formula, charge and spin)	0.565	eV
calculated total energy	-305312.5077	eV

Löwdin atomic charge list, values in e, 4 entries:
1. Ir 1.3854
2. Se 0.2498
3. P 0.5488
4. C -0.3463

=====

Formula: C60H55Cl2N8O6P2S2Se2Ti
Source: the Open Molecules 2025 dataset
Level of theory: ωB97M-V with the def2-TZVPD basis set

The geometry in XYZ format:
```
138
Properties=species:S:1:pos:R:3
Ti -1.14687 -0.41608 1.00741
Se 2.54223 5.32007 3.50931
P 2.46982 4.49446 1.58385
C 4.12606 4.34751 0.86308
C 4.32703 4.30176 -0.51411
C 5.60983 4.28735 -1.04177
C 6.70727 4.30116 -0.19064
C 6.51806 4.35985 1.18328
C 5.23068 4.39742 1.71076
C 1.56695 5.57005 0.44036
C 0.20768 5.38095 0.21123
C -0.52130 6.32325 -0.50698
C 0.10576 7.45868 -0.99744
C 1.46579 7.65460 -0.76983
C 2.19128 6.72018 -0.04490
C 1.53365 2.90180 1.52747
C 1.03785 1.96589 0.59940
N 0.13426 1.23106 1.29339
N 0.08714 1.64351 2.55763
N 0.93193 2.62285 2.72357
P 1.23964 1.33370 -1.10058
Se 0.43810 -0.66074 -1.18947
C 0.49749 2.45948 -2.29019
C -0.72063 2.07686 -2.85462
C -1.33505 2.88767 -3.80085
C -0.72892 4.07210 -4.19515
C 0.48579 4.45704 -3.63937
C 1.09612 3.65674 -2.68476
C 2.99078 1.15491 -1.47809
C 3.80368 0.56990 -0.50770
C 5.08346 0.15339 -0.82894
C 5.55489 0.30054 -2.13104
C 4.74644 0.87150 -3.10434
C 3.45958 1.30052 -2.78130
H 3.48293 4.32243 -1.18564
H 5.74974 4.27102 -2.11377
H 7.71109 4.28270 -0.60157
H 7.37227 4.40583 1.84868
H 5.06713 4.48618 2.77788
H -0.28881 4.49931 0.59937
H -1.57936 6.16525 -0.68493
H -0.46314 8.19764 -1.55088
H 1.95644 8.54483 -1.14398
H 3.24403 6.88621 0.15406
H -1.17334 1.13905 -2.55538
H -2.28091 2.58467 -4.23525
H -1.20181 4.69847 -4.94242
H 0.95725 5.38485 -3.93998
H 2.03554 3.97701 -2.25440
H 3.41903 0.42677 0.49501
H 5.71358 -0.29521 -0.06924
H 6.55408 -0.03779 -2.38632
H 5.10481 0.96747 -4.12365
H 2.81817 1.71363 -3.55300
Cl -3.98596 -3.39570 -1.70111
C -4.12307 -1.68556 -1.47437
C -5.18883 -1.00016 -2.11701
C -5.31309 0.33938 -2.02082
Cl -6.61857 1.14798 -2.85379
C -4.38349 1.10105 -1.25563
C -4.41428 2.50190 -1.08142
C -3.47818 3.09194 -0.29970
C -2.48566 2.30084 0.32552
N -2.40703 1.01647 0.16179
C -3.35645 0.40161 -0.61335
C -3.21392 -1.02322 -0.71000
O -2.21527 -1.57296 -0.04599
H -5.90945 -1.57068 -2.68929
H -5.19396 3.08635 -1.55947
H -3.48677 4.16026 -0.12358
H -1.77670 2.74176 1.01269
C -0.46229 -5.31055 2.87520
C -1.86093 -4.74647 2.81010
C -2.85931 -5.22232 3.66575
C -4.16789 -4.77923 3.56220
C -4.47897 -3.82966 2.59081
C -3.49245 -3.32259 1.74980
C -2.18967 -3.78050 1.86836
S -6.13628 -3.32717 2.33452
O -6.21908 -2.93224 0.95736
O -7.01018 -4.30165 2.92345
N -6.30562 -1.98563 3.20517
C -5.38008 -0.87836 2.93790
C -4.15900 -0.88667 3.85983
C -3.05299 -0.15938 3.16544
O -3.09668 1.05254 3.05685
O -2.11538 -0.94413 2.64558
H -0.14490 -5.47838 3.90728
H 0.25470 -4.64426 2.39076
H -0.41598 -6.27393 2.35967
H -2.60663 -5.96554 4.41615
H -4.94722 -5.17519 4.20290
H -3.74185 -2.58437 0.99951
H -1.43022 -3.37851 1.20378
H -6.56205 -2.16982 4.16766
H -5.90928 0.06554 3.02559
H -5.07742 -0.97371 1.89384
H -3.84694 -1.91141 4.05617
H -4.39534 -0.38411 4.79704
C 0.00569 -3.16955 4.32884
C 0.49080 -1.74621 4.58081
S 1.30489 -0.98101 3.17587
O 0.50555 -1.44043 1.93934
C 2.80897 -1.93936 3.09900
C 3.95050 -1.16633 3.75890
H -0.71149 -3.44718 5.10136
H 0.81695 -3.89831 4.34040
H -0.50690 -3.23167 3.36944
H 1.20547 -1.65428 5.40687
H -0.35076 -1.07847 4.76411
H 2.96656 -2.08114 2.02866
H 2.64955 -2.91074 3.56865
H 4.05734 -0.17149 3.32052
H 4.89172 -1.70276 3.63274
H 3.78403 -1.03428 4.83197
C 1.67479 -5.35239 -0.75204
C 1.03298 -4.25260 -0.20280
N 0.06707 -3.58651 -0.84249
C -0.24797 -3.98453 -2.06438
C 0.38571 -5.02144 -2.73668
C 1.34575 -5.73936 -2.04645
C -0.00015 -5.29242 -4.14522
C -0.03671 -4.38036 -5.10399
C 0.46171 -2.97267 -5.01454
C -0.02745 -2.00141 -5.87160
C 0.48012 -0.72257 -5.74639
N 1.42264 -0.40518 -4.85676
C 1.84269 -1.41990 -4.09544
N 1.41625 -2.68158 -4.13026
H 2.44106 -5.87621 -0.19341
H 1.28750 -3.87895 0.78347
H -1.04409 -3.43197 -2.55888
H 1.86648 -6.56174 -2.52726
H -0.31600 -6.30542 -4.38895
H -0.44836 -4.66415 -6.06914
H -0.78999 -2.23288 -6.60522
H 0.12469 0.07932 -6.38577
H 2.61786 -1.19568 -3.36968
```

## Properties
lowest unoccupied orbital energy (alpha / beta)	-0.2541 / -0.2775	eV
2S+1	2
charge	0
HOMO-LUMO gap (alpha / beta)	7.2 / 7.4	eV
energy relative to the best compared isomer or geometry (same formula, charge and spin)	0.744	eV
calculated total energy	-306423.7152	eV

Löwdin atomic charge list, values in e, 4 entries:
1. Ti 0.8312
2. Se 0.3065
3. P 0.5140
4. C -0.3549

=====

Formula: C60H56BiClN4O5P2S
Source: the Open Molecules 2025 dataset
Level of theory: ωB97M-V with the def2-TZVPD basis set

The geometry in XYZ format:
```
130
Properties=species:S:1:pos:R:3
Bi 0.72563 0.59710 0.70535
C 2.74971 2.99860 4.42116
O 3.67686 3.01528 3.30927
C 3.07385 2.46087 2.27668
N 1.88232 1.99548 2.43938
C 1.55624 2.19905 3.88741
C 0.17992 2.76201 4.10711
C -0.32478 3.16035 5.28212
C -1.76458 3.20353 5.64395
C -2.93401 2.95730 5.02165
C -3.20971 2.72289 3.52807
C -0.82779 2.39050 3.11820
C 3.84529 2.49090 1.02476
C 5.21728 2.69325 1.02598
C 5.85139 2.81816 -0.20110
C 5.07987 2.81355 -1.35148
C 3.70916 2.61686 -1.23344
N 3.10027 2.40962 -0.06885
C 2.79756 2.73356 -2.38262
N 1.64205 2.23118 -2.41098
C 1.01984 2.69116 -3.65556
C 2.12434 3.54254 -4.33598
O 3.23337 3.48594 -3.40307
C -0.26463 3.44438 -3.39032
C -1.10999 3.75037 -4.45389
C -2.28939 4.44692 -4.23936
C -2.63983 4.84594 -2.95613
C -1.79773 4.55358 -1.89416
C -0.61466 3.85769 -2.11071
H 2.50563 4.03004 4.67044
H 3.24812 2.52006 5.25886
H 1.53882 1.20122 4.34211
H 0.34411 3.35616 6.11355
H -1.89556 3.42107 6.69882
H -3.82284 3.00359 5.64115
H -4.12065 3.28983 3.28023
H -1.10371 1.35568 3.31065
H 5.76061 2.75117 1.95804
H 6.92244 2.95153 -0.25529
H 5.51215 2.97414 -2.32885
H 0.79522 1.81587 -4.26358
H 1.83849 4.58528 -4.46031
H 2.46066 3.13860 -5.28826
H -0.84607 3.44133 -5.45972
H -2.93507 4.68162 -5.07487
H -3.56030 5.38877 -2.78994
H -2.05377 4.88404 -0.89473
H 0.05659 3.64308 -1.28733
C -5.12213 -5.21360 -2.96423
S -4.92595 -3.58258 -3.70965
C -4.20248 -2.71869 -2.29286
C -4.18387 -1.22725 -2.59625
C -3.38476 -0.37320 -1.60728
N -2.09484 -0.98467 -1.19828
P -1.70931 -1.10446 0.43940
C -2.67608 -2.47616 1.08832
C -4.07268 -2.51722 1.11102
C -4.72216 -3.64311 1.58662
C -3.98975 -4.73064 2.04887
C -2.60383 -4.69054 2.04663
C -1.94869 -3.56513 1.56865
C -2.22777 0.45556 1.28243
C -3.09955 0.36664 2.39946
C -3.54713 1.30058 3.29410
C -1.99785 3.25828 2.84620
C -1.17378 2.76536 1.70129
C -1.43548 1.57538 0.83764
P -0.71401 -0.43424 -2.15367
C -1.30396 -0.83842 -3.83084
C -1.26035 -2.13459 -4.34445
C -1.82627 -2.41165 -5.57808
C -2.42131 -1.39940 -6.31915
C -2.45436 -0.10387 -5.82457
C -1.90421 0.17344 -4.58203
C 0.50435 -1.77079 -1.88162
C 0.22346 -3.04218 -1.38740
C 1.23603 -3.98460 -1.26694
C 2.53090 -3.67324 -1.65964
C 2.81471 -2.41623 -2.17564
C 1.81104 -1.46315 -2.27048
H -5.52017 -5.87229 -3.73270
H -5.82394 -5.17538 -2.13244
H -4.16225 -5.60313 -2.62722
H -3.18678 -3.08808 -2.13260
H -4.80155 -2.94803 -1.40946
H -5.20671 -0.84360 -2.61076
H -3.78235 -1.08571 -3.60107
H -3.97933 -0.18070 -0.71183
H -3.19275 0.60368 -2.07060
H -4.66101 -1.67819 0.76059
H -5.80358 -3.67339 1.59757
H -4.50416 -5.60835 2.41602
H -2.03381 -5.53024 2.42012
H -0.86650 -3.53342 1.55824
H -3.52790 -0.61644 2.54645
H -4.28715 0.92130 3.99460
H -1.83807 4.31035 3.05305
H -0.58886 3.53699 1.21156
H -1.58476 1.78930 -0.22855
H -0.78480 -2.93295 -3.78906
H -1.80534 -3.42256 -5.96166
H -2.86091 -1.62294 -7.28172
H -2.91684 0.68769 -6.39926
H -1.96756 1.17821 -4.18596
H -0.79604 -3.31456 -1.13510
H 1.00952 -4.97192 -0.88513
H 3.31649 -4.41152 -1.57062
H 3.81790 -2.18249 -2.50509
H 2.03030 -0.47707 -2.67052
C 5.44565 -3.54630 4.26945
C 5.37111 -2.56742 3.13531
C 6.50651 -2.02577 2.56055
C 6.41799 -1.11863 1.50992
Cl 7.86450 -0.47827 0.79552
C 5.18985 -0.72640 1.02822
C 4.03874 -1.25730 1.60188
C 4.12112 -2.18272 2.62845
O 3.04329 -2.78295 3.21620
C 1.75731 -2.47413 2.75062
C 1.27130 -1.13068 3.30423
O 1.62471 -0.75184 4.38774
O 0.37427 -0.47410 2.56486
H 6.47765 -3.71667 4.56683
H 5.00113 -4.50115 3.98618
H 4.88461 -3.18108 5.13010
H 7.48091 -2.31679 2.93020
H 5.12459 -0.03443 0.20085
H 3.07804 -0.95385 1.20868
H 1.10465 -3.24414 3.16635
H 1.68030 -2.50718 1.65898
```

## Properties
lowest unoccupied orbital energy	-7.4336	eV
2S+1	1
charge	+2
HOMO-LUMO gap	4.6	eV
energy relative to the best compared isomer or geometry (same formula, charge and spin)	4.101	eV
calculated total energy	-127086.0616	eV

Löwdin atomic charge list, values in e, 4 entries:
1. Bi 1.8806
2. C -0.0186
3. O 0.0668
4. C -0.3072

=====

Look up the 2S+1 of the second one. 2